[1]
# C50H79Cl23F3N2O5

12 unconnected molecules or ions with the total composition C50H79Cl23F3N2O5 (ωB97M-V/def2-TZVPD, the OMol25 dataset).

Results
- Highest occupied orbital energy: -9.791 eV
- HOMO-LUMO gap: 5.42 eV
- LUMO level: -4.37 eV
- M: 1660.60 Da
- 2S+1: 1
- Total energy: -362501.1136 eV
- Charge: +1

Each line ends with the Mulliken charge.
Geometry (Å):
C -6.19 4.10 1.23  -0.8457
C -6.63 2.57 1.44  -0.2296
C -6.13 1.56 0.29  -0.3424
C -5.22 0.33 0.86  -0.3239
C -3.77 0.24 0.10  0.3904
C -2.81 1.30 0.87  -0.1617
C -2.10 0.79 2.18  -0.4621
N -1.24 1.65 2.98  0.8856
N -0.59 1.22 4.12  0.5416
C -1.40 0.28 4.93  0.2590
C -2.50 0.70 6.03  -0.8110
O -1.25 -0.96 4.72  -0.4901
C 0.79 0.73 3.86  0.4318
C 1.43 0.48 2.41  -0.4268
O 1.54 0.53 4.85  -0.5871
C -1.01 3.05 2.60  0.2787
C -0.09 4.02 3.51  0.0025
O 1.16 4.27 2.82  -0.1269
C 2.07 5.02 3.60  0.8529
F 2.61 6.02 2.74  -0.2441
F 1.49 5.70 4.70  -0.2554
F 3.07 4.15 4.10  -0.2422
C -1.65 3.65 1.29  -0.1378
C -1.40 5.18 0.89  -1.0427
C -0.55 5.41 -0.45  -0.2027
C 0.97 4.86 -0.35  0.0729
Cl 1.85 5.43 -1.88  -0.1807
C -2.58 2.77 0.36  1.2385
C -3.25 3.30 -0.98  -0.0330
O -3.85 4.41 -0.94  -0.5415
O -3.27 2.61 -2.22  -0.4376
C -2.09 1.78 -2.42  -0.3273
C -0.70 2.58 -2.46  1.8822
C 0.44 1.51 -2.91  0.0371
C 1.85 2.02 -3.38  -0.2424
C 2.99 1.05 -3.79  -0.6329
C 2.75 -0.48 -3.73  0.0585
C 1.38 -1.05 -3.27  -0.6332
C 0.25 -0.03 -2.87  -0.1287
H -5.04 4.15 1.36  0.0118
H -6.52 4.55 0.22  0.2581
H -6.62 4.75 2.07  0.4078
H -6.29 2.23 2.48  0.2386
H -7.79 2.56 1.43  0.0752
H -7.09 1.05 -0.13  0.4626
H -5.65 2.10 -0.60  0.1083
H -5.03 0.52 1.97  0.3316
H -5.75 -0.67 0.65  0.0916
H -3.33 -0.82 0.17  -0.3856
H -3.95 0.53 -0.99  -0.4039
H -2.30 -0.31 2.46  0.6668
H -2.19 0.18 7.01  0.3664
H -3.49 0.20 5.73  0.1642
H -2.60 1.83 6.18  0.1260
H 0.72 -0.01 1.66  -0.1501
H 2.31 -0.25 2.57  0.3675
H 1.92 1.45 2.01  0.1321
H -0.69 5.00 3.61  0.6017
H 0.05 3.62 4.59  -0.8340
H -0.90 5.81 1.71  0.2344
H -2.44 5.65 0.73  0.5290
H -1.11 5.05 -1.38  -0.2438
H -0.45 6.56 -0.57  0.5526
H 0.99 3.72 -0.22  0.0637
H 1.55 5.30 0.54  0.1083
H -1.97 0.93 -1.67  -0.3672
H -2.22 1.29 -3.46  0.6129
H -0.69 3.50 -3.13  -0.2830
H -0.44 2.83 -1.36  -0.9983
H 2.02 3.14 -3.40  0.2168
H 4.02 1.40 -4.15  0.3681
H 3.56 -1.24 -4.04  0.0025
H 1.17 -2.16 -3.24  0.3105
H -0.73 -0.51 -2.53  0.1811
Cl -0.71 5.99 -4.00  -0.1161
C -2.25 5.92 -4.89  -0.3444
C -2.13 6.45 -6.30  -0.5398
Cl -1.83 8.21 -6.34  -0.1858
H -3.00 6.48 -4.31  0.3651
H -2.56 4.87 -4.91  0.1651
H -3.05 6.27 -6.85  0.3581
H -1.31 5.96 -6.84  0.3347
Cl 0.35 3.05 6.42  0.0166
C 0.26 4.13 7.83  -0.6530
C -1.02 3.92 8.63  -0.4419
Cl -2.46 4.45 7.74  -0.1921
H 0.34 5.16 7.48  0.2989
H 1.12 3.91 8.46  0.3661
H -0.98 4.50 9.55  0.3964
H -1.16 2.86 8.89  0.2884
Cl 5.19 -1.99 -4.23  -0.1766
C 6.81 -2.67 -4.51  0.0886
C 7.71 -2.52 -3.30  -0.0498
Cl 8.13 -0.81 -3.00  -0.2028
H 7.24 -2.19 -5.39  0.4224
H 6.67 -3.73 -4.74  -0.2926
H 8.64 -3.05 -3.46  -0.0789
H 7.24 -2.91 -2.40  0.3378
Cl 8.88 -3.19 -0.79  -0.1451
C 8.75 -2.08 0.59  -0.4701
C 7.46 -2.26 1.36  -0.5019
Cl 6.04 -1.73 0.41  -0.1105
H 8.86 -1.06 0.22  0.2713
H 9.60 -2.29 1.25  0.3531
H 7.47 -1.65 2.26  0.3307
H 7.30 -3.30 1.64  0.2964
Cl 2.43 -2.01 -0.73  0.0436
C 1.69 -2.97 0.58  -0.6572
C 0.22 -3.25 0.34  -0.2889
Cl -0.78 -1.78 0.46  -0.0130
H 1.86 -2.44 1.52  0.2997
H 2.24 -3.92 0.63  0.3859
H -0.15 -3.95 1.10  0.4693
H 0.05 -3.70 -0.64  -0.1986
Cl -4.11 -3.32 -0.29  -0.1313
C -5.64 -3.44 -1.20  -0.5637
C -5.48 -2.97 -2.64  -0.3407
Cl -5.20 -1.22 -2.74  -0.1323
H -6.40 -2.87 -0.67  0.3263
H -5.93 -4.49 -1.19  0.3891
H -6.40 -3.18 -3.19  0.3489
H -4.65 -3.48 -3.14  0.1367
Cl -9.82 0.82 2.18  -0.1743
C -10.22 1.35 3.83  -0.4935
C -11.30 2.42 3.85  -0.3982
Cl -10.72 3.96 3.17  -0.1784
H -9.31 1.70 4.31  0.2847
H -10.57 0.46 4.37  0.3429
H -11.61 2.62 4.87  0.3048
H -12.18 2.11 3.28  0.3152
Cl 7.04 -5.75 -5.88  -0.2257
C 8.64 -6.47 -6.19  -0.3416
C 9.58 -6.34 -5.01  -0.1910
Cl 10.07 -4.65 -4.72  -0.2343
H 9.06 -6.00 -7.08  0.3204
H 8.47 -7.53 -6.41  0.3129
H 10.49 -6.91 -5.19  -0.0224
H 9.13 -6.72 -4.09  0.3542
Cl -2.13 -5.62 -3.53  -0.1325
C -0.51 -6.30 -3.83  -0.4451
C 0.41 -6.13 -2.64  -0.7650
Cl 0.84 -4.42 -2.37  -0.0638
H -0.10 -5.82 -4.73  0.2876
H -0.64 -7.36 -4.05  0.3579
H 1.35 -6.67 -2.82  0.3564
H -0.04 -6.52 -1.73  0.3485
Cl -7.41 -1.39 5.62  -0.1569
C -6.48 -1.59 7.13  -0.4614
C -6.60 -0.38 8.03  -0.5029
Cl -5.78 1.05 7.36  -0.1516
H -5.44 -1.80 6.86  0.2813
H -6.88 -2.47 7.63  0.3560
H -6.13 -0.59 8.99  0.2959
H -7.64 -0.12 8.21  0.3640
Cl 10.95 -8.93 -6.12  -0.2179
C 12.36 -8.29 -7.01  -0.3597
C 13.12 -9.38 -7.73  -0.5475
Cl 13.95 -10.48 -6.61  -0.1769
H 12.99 -7.76 -6.30  0.3582
H 11.97 -7.56 -7.73  0.3079
H 13.89 -8.94 -8.37  0.3426
H 12.46 -9.98 -8.37  0.3201


[2]
# C50H79KN8O7PSSi

A molecular structure, C50H79KN8O7PSSi (ωB97M-V/def2-TZVPD, the OMol25 dataset).

Results
- Highest occupied orbital energy: -3.388 eV
- HOMO-LUMO gap: 5.31 eV
- ΔE to the lowest compared entry with this formula, charge and spin: 80.01 kJ/mol
- LUMO level: 1.92 eV
- M: 1034.46 Da
- 2S+1: 1
- Total energy: -123724.6685 eV
- Charge: -1

Each line ends with the Mulliken charge.
Geometry (Å):
K 0.02 -0.68 -0.33  1.1205
C -2.80 -4.57 -0.39  -0.9637
C -2.75 -3.17 -0.22  -0.0973
N -2.15 -2.36 -1.06  -0.1326
C -1.55 -2.87 -2.16  -0.1671
C -1.56 -4.27 -2.44  1.4915
C -2.20 -5.10 -1.50  -0.8355
C -0.95 -4.78 -3.61  -1.1891
C -0.36 -3.90 -4.47  -0.7797
C -0.33 -2.52 -4.24  -0.4482
C -0.89 -1.94 -3.09  0.3701
N -0.79 -0.66 -2.73  0.0318
C -0.48 0.33 -3.61  -0.9845
C -1.09 0.49 -4.86  -0.3231
C -0.81 1.57 -5.70  -0.6948
C 0.08 2.54 -5.34  -1.3691
C 0.73 2.44 -4.09  1.5754
C 1.69 3.40 -3.67  -0.6272
C 2.32 3.25 -2.47  -0.3684
C 1.98 2.14 -1.67  -1.3022
N 1.08 1.25 -2.01  2.3029
C 0.46 1.36 -3.22  -0.3784
H -3.30 -5.19 0.34  0.4024
H -3.21 -2.72 0.65  0.3539
H -2.22 -6.17 -1.68  0.3835
H -0.96 -5.85 -3.79  0.3367
H 0.11 -4.27 -5.37  0.3638
H 0.17 -1.87 -4.95  0.4535
H -1.81 -0.26 -5.17  0.5520
H -1.33 1.64 -6.65  0.3522
H 0.30 3.38 -6.00  0.4216
H 1.91 4.24 -4.32  0.3508
H 3.07 3.95 -2.13  0.1752
H 2.46 1.99 -0.70  -0.5042
C -4.64 0.81 1.43  -1.1062
N -3.67 0.18 2.31  0.7478
C -4.20 -0.36 3.54  -1.2977
C -2.40 0.01 1.84  0.8641
O -2.04 0.46 0.77  -0.7415
C -1.40 -0.72 2.73  -0.9091
O -0.54 -1.49 1.90  -0.1387
C 0.70 -1.77 2.51  -0.8986
C 1.51 -2.66 1.57  0.4044
O 1.22 -2.74 0.38  -0.7089
N 2.55 -3.34 2.09  0.1960
C 3.43 -4.07 1.20  -0.9085
C 3.06 -3.15 3.43  -0.7239
H -5.15 1.63 1.96  0.3071
H -5.40 0.09 1.11  0.3496
H -4.13 1.20 0.56  0.2162
H -4.94 0.34 3.94  0.3563
H -3.42 -0.48 4.29  0.4443
H -4.70 -1.33 3.38  0.2617
H -1.86 -1.39 3.47  0.5446
H -0.85 0.07 3.25  0.1119
H 0.53 -2.27 3.47  0.6643
H 1.27 -0.85 2.69  0.3188
H 3.12 -3.90 0.17  0.2577
H 3.39 -5.15 1.42  0.2873
H 4.46 -3.72 1.32  0.3009
H 2.30 -2.72 4.09  0.2791
H 3.92 -2.48 3.43  0.0290
H 3.36 -4.11 3.85  0.4133
C 6.35 0.08 3.30  -1.2344
C 6.88 -0.46 1.97  1.8541
C 8.41 -0.38 1.95  -1.9714
C 6.42 -1.90 1.74  -0.9885
O 6.43 0.33 0.88  0.3631
Si 4.95 1.06 0.62  -3.9926
S 3.31 0.04 1.24  1.9607
O 5.04 1.43 -1.00  0.9050
C 5.32 0.59 -2.12  1.8970
C 4.71 1.28 -3.34  -1.8756
C 4.68 -0.79 -1.95  -1.3389
C 6.83 0.47 -2.28  -1.7785
O 5.04 2.54 1.38  0.6050
C 5.85 3.68 1.11  1.7627
C 7.26 3.27 0.70  -1.3668
C 5.20 4.50 0.01  -1.0915
C 5.89 4.47 2.42  -1.5662
H 6.79 -0.46 4.14  0.5840
H 5.26 -0.02 3.34  0.1301
H 6.60 1.14 3.39  0.0836
H 8.84 -0.95 2.78  0.4012
H 8.73 0.66 2.03  0.3705
H 8.79 -0.79 1.01  0.3166
H 6.73 -2.55 2.57  0.5203
H 6.86 -2.28 0.82  0.3341
H 5.34 -1.91 1.65  -0.4796
H 3.63 1.34 -3.24  0.3150
H 4.95 0.72 -4.25  0.4371
H 5.11 2.29 -3.43  0.3191
H 3.61 -0.71 -1.78  0.0739
H 5.11 -1.32 -1.09  0.1223
H 4.86 -1.39 -2.84  0.5520
H 7.26 1.46 -2.46  0.3430
H 7.08 -0.18 -3.12  0.4948
H 7.27 0.07 -1.37  0.0523
H 7.25 2.70 -0.22  0.0379
H 7.72 2.65 1.47  0.1001
H 7.88 4.17 0.56  0.5423
H 5.11 3.91 -0.90  -0.0653
H 5.78 5.40 -0.20  0.5266
H 4.19 4.81 0.33  0.0202
H 6.40 3.89 3.19  0.3236
H 4.88 4.68 2.76  0.1285
H 6.42 5.42 2.29  0.3920
O -0.74 2.39 3.33  -0.3216
P -0.60 3.87 3.24  -0.5576
N -1.49 4.61 4.46  0.1346
C -2.29 3.72 5.31  -1.2376
C -3.65 3.66 4.60  0.0900
C -3.79 5.06 3.95  -0.6928
C -2.40 5.71 4.14  -0.6716
N 0.93 4.48 3.42  0.3469
C 1.98 3.73 2.69  -0.1549
C 2.64 2.83 3.74  0.9697
C 2.35 3.50 5.09  -0.6363
C 1.52 4.75 4.74  -1.0244
N -1.14 4.45 1.79  0.7031
C -1.48 3.53 0.69  0.1188
C -0.68 4.02 -0.54  0.3888
C 0.07 5.27 -0.06  -0.0842
C -0.69 5.70 1.19  -1.0648
H -2.39 4.18 6.30  0.3930
H -1.81 2.75 5.41  0.4959
H -4.47 3.42 5.28  0.6231
H -3.60 2.89 3.83  -0.3914
H -4.57 5.65 4.43  0.3154
H -4.04 4.97 2.90  0.3378
H -2.42 6.41 4.98  0.4758
H -2.07 6.25 3.26  0.2823
H 2.69 4.44 2.27  -0.2510
H 1.56 3.15 1.86  -0.0157
H 3.70 2.71 3.53  -0.2506
H 2.20 1.83 3.69  -0.3485
H 3.26 3.77 5.63  0.3756
H 1.77 2.84 5.74  0.3189
H 2.18 5.62 4.63  0.3789
H 0.75 5.00 5.46  0.5012
H -2.56 3.58 0.48  -0.0373
H -1.23 2.51 0.97  -0.5285
H -1.34 4.24 -1.37  0.5670
H 0.01 3.26 -0.88  -0.5724
H 0.10 6.06 -0.82  0.5861
H 1.10 5.03 0.20  -0.4716
H -1.56 6.31 0.92  0.4334
H -0.08 6.27 1.90  0.5638


| no. | largest force on an atom (eV/A) |
| --- | --- |
| 1 | 5.24 |
| 2 | 1.08 |